1.
Molecular formula: C16H51N3O8
Method: DFT, the ωB97M-V functional and the def2-TZVPD basis

```
! wB97M-V def2-TZVPD RIJCOSX def2/J DEFGRID3
* xyz 0 1
C -4.439 8.401 -3.451
O -3.688 8.517 -2.334
C -2.744 7.462 -2.073
C -3.442 6.018 -2.014
C -4.647 5.760 -1.079
N -2.464 5.043 -1.521
H -3.871 8.094 -4.329
H -4.991 9.299 -3.731
H -5.253 7.699 -3.272
H -1.896 7.507 -2.756
H -2.167 7.678 -1.174
H -3.823 5.810 -3.014
H -5.062 4.765 -1.240
H -5.485 6.456 -1.110
H -4.371 5.817 -0.026
H -1.806 5.530 -0.929
H -2.845 4.426 -0.818
C 1.159 -6.478 4.929
O 0.395 -5.719 5.804
C 1.180 -4.986 6.747
C 2.135 -3.870 6.242
C 2.601 -3.080 7.453
N 1.370 -3.024 5.420
H 1.775 -5.793 4.347
H 0.558 -7.119 4.284
H 1.702 -7.215 5.522
H 0.438 -4.519 7.394
H 1.617 -5.800 7.325
H 3.036 -4.123 5.684
H 2.854 -3.643 8.352
H 1.799 -2.414 7.771
H 3.449 -2.459 7.165
H 2.003 -2.417 4.918
H 0.889 -3.451 4.641
C 5.866 -0.498 -0.073
O 6.254 0.501 -1.030
C 6.613 1.751 -0.538
C 5.436 2.733 -0.536
C 4.982 3.054 -1.949
N 5.708 4.040 0.173
H 4.908 -0.944 -0.339
H 5.795 -0.083 0.933
H 6.568 -1.305 0.142
H 7.132 1.555 0.400
H 7.367 2.123 -1.232
H 4.708 2.122 -0.002
H 4.176 3.788 -1.962
H 4.610 2.096 -2.312
H 5.701 3.436 -2.674
H 6.239 3.814 1.002
H 6.340 4.557 -0.422
C -5.778 -1.553 2.181
C -5.215 -0.488 3.197
O -3.984 0.002 2.669
H -6.786 -1.872 2.445
H -5.170 -2.458 2.184
H -5.818 -1.203 1.149
H -5.014 -0.833 4.212
H -5.908 0.352 3.150
H -3.349 0.231 3.352
C -2.045 -6.215 -7.040
C -1.318 -4.823 -6.863
O -1.561 -4.211 -5.555
H -1.312 -6.995 -6.836
H -2.632 -6.369 -7.946
H -2.860 -6.293 -6.321
H -1.538 -4.054 -7.603
H -0.247 -5.027 -6.878
H -1.445 -3.258 -5.534
O -0.150 -6.864 -1.699
H -0.428 -6.489 -0.864
H -0.274 -6.157 -2.333
O 0.252 -1.202 -0.488
H -0.555 -0.972 -0.028
H 0.426 -0.452 -1.057
O -0.681 1.734 -5.467
H -0.868 2.296 -4.715
H -0.106 2.260 -6.022
*
```

Properties
DFT total energy, eV: -38264.354
Energy above the lowest of the compared OMol25 structures with the same formula, charge and spin, eV: 2.894
Highest occupied orbital energy, eV: -9.244
SMILES: COC[C@H](C)N.COC[C@H](C)N.COC[C@H](C)N.CCO.CCO.O.O.O
Max |F|, eV/A: 3.13

---

2.
Molecular formula: C16H53FO16
Method: DFT, the ωB97M-V functional and the def2-TZVPD basis

```
! wB97M-V def2-TZVPD RIJCOSX def2/J DEFGRID3
* xyz 0 1
C 1.806 0.339 -1.146
O 1.401 -1.063 -1.139
C 0.281 -1.298 -1.821
O 0.167 -1.326 -3.008
O -0.796 -1.592 -1.021
C -1.124 -0.599 -0.053
C -1.811 0.571 -0.711
O -1.556 1.711 -0.520
F -2.757 0.191 -1.595
H 1.062 0.965 -1.641
H 1.910 0.646 -0.109
H 2.768 0.447 -1.646
H -0.254 -0.247 0.501
H -1.804 -1.079 0.657
C -1.048 3.362 -3.740
O -0.140 2.302 -3.438
H -0.498 4.297 -3.705
H -1.468 3.240 -4.742
H -1.859 3.401 -3.010
H -0.638 1.479 -3.479
C 5.945 0.331 -2.154
O 4.937 1.127 -1.544
H 5.692 -0.721 -2.045
H 6.019 0.574 -3.216
H 6.912 0.507 -1.675
H 5.207 2.044 -1.675
C 8.097 2.774 -3.549
O 6.764 3.214 -3.322
H 8.511 2.469 -2.591
H 8.112 1.917 -4.229
H 8.721 3.571 -3.964
H 6.379 3.481 -4.163
C 0.742 -0.952 2.712
O 1.539 -0.025 1.974
H 0.211 -1.575 1.996
H 1.359 -1.596 3.340
H 0.016 -0.431 3.341
H 2.013 0.523 2.608
C 1.310 -4.746 3.198
O 0.562 -4.057 4.190
H 2.222 -4.179 3.022
H 1.581 -5.752 3.530
H 0.759 -4.819 2.256
H -0.247 -4.554 4.362
C -4.290 4.971 -3.247
O -3.221 5.680 -3.872
H -4.395 4.021 -3.764
H -4.067 4.777 -2.193
H -5.232 5.514 -3.328
H -3.125 6.524 -3.423
C 2.963 3.786 -3.540
O 4.177 4.204 -4.166
H 2.858 2.718 -3.711
H 2.988 3.971 -2.463
H 2.098 4.294 -3.972
H 4.276 5.150 -4.026
C -1.798 -4.321 -2.964
O -2.637 -3.891 -1.901
H -2.024 -5.369 -3.149
H -1.984 -3.753 -3.879
H -0.741 -4.231 -2.703
H -2.433 -2.965 -1.735
C 4.749 1.346 3.506
O 3.675 2.075 4.099
H 4.470 0.296 3.528
H 4.900 1.648 2.467
H 5.679 1.475 4.064
H 3.901 3.009 4.087
C -7.408 2.947 -3.023
O -7.410 4.135 -3.806
H -6.949 3.193 -2.069
H -8.423 2.585 -2.840
H -6.825 2.154 -3.498
H -7.813 3.932 -4.655
C -2.860 -5.031 6.468
O -1.558 -4.689 5.988
H -3.027 -6.078 6.233
H -2.934 -4.897 7.547
H -3.630 -4.431 5.980
H -1.396 -3.764 6.194
C -6.431 -6.261 8.301
O -5.505 -5.183 8.396
H -6.291 -6.718 7.325
H -6.248 -7.015 9.071
H -7.463 -5.910 8.379
H -5.618 -4.769 9.256
*
```

Properties
DFT total energy, eV: -52923.204
Highest occupied orbital energy, eV: -9.778
Max |F|, eV/A: 0.63

---

3.
Molecular formula: C16H53N4O7
Method: DFT, the ωB97M-V functional and the def2-TZVPD basis

```
! wB97M-V def2-TZVPD RIJCOSX def2/J DEFGRID3
* xyz 1 1
N 0.767 -0.588 -0.392
H 0.325 -0.417 0.673
H 0.722 0.413 -0.843
H 0.586 -1.423 -0.931
H 1.684 -0.864 -0.280
C -2.029 2.530 -1.582
C -2.884 3.374 -2.578
C -3.020 4.837 -2.096
O -3.715 4.696 -0.888
C -3.836 5.891 -0.117
N -2.373 3.295 -3.902
H -2.443 2.406 -0.596
H -1.116 3.090 -1.373
H -1.688 1.414 -1.870
H -3.879 2.916 -2.538
H -3.484 5.150 -3.041
H -2.143 5.406 -2.079
H -4.175 5.898 0.817
H -4.340 6.567 -0.648
H -2.714 6.354 0.224
H -3.188 3.615 -4.416
H -2.206 2.304 -4.195
C -2.430 -3.687 2.142
C -2.524 -2.220 2.245
C -2.809 -1.632 0.801
O -1.640 -1.955 0.044
C -2.075 -2.922 -0.999
N -3.681 -2.029 3.158
H -2.232 -4.186 3.092
H -1.707 -3.887 1.439
H -3.271 -3.941 1.654
H -1.717 -1.754 2.722
H -2.618 -0.580 0.904
H -3.798 -1.814 0.467
H -1.165 -3.437 -1.543
H -2.650 -2.474 -1.739
H -2.709 -3.676 -0.572
H -3.592 -2.532 4.068
H -4.530 -2.520 2.662
C 4.772 -2.180 0.883
C 4.200 -3.354 1.717
C 2.710 -3.537 1.326
O 2.007 -2.291 1.499
C 1.329 -2.209 2.802
N 4.894 -4.561 1.259
H 4.270 -1.249 1.045
H 4.559 -2.293 -0.135
H 5.691 -1.805 1.182
H 4.536 -3.076 2.582
H 2.324 -4.489 2.006
H 2.553 -3.972 0.384
H 0.925 -1.222 2.741
H 1.828 -2.527 3.759
H 0.496 -2.792 2.848
H 5.748 -4.469 1.652
H 4.406 -5.138 1.964
C 2.670 1.779 1.662
O 2.886 1.621 0.242
H 2.587 0.632 1.968
H 1.618 2.237 1.743
H 3.376 2.359 2.201
H 3.706 2.134 0.031
C -1.019 3.091 1.237
O -0.858 1.750 1.710
H -0.132 3.545 0.671
H -0.868 3.667 2.076
H -1.977 3.081 0.703
H -1.327 1.461 2.536
C 2.860 -1.636 -3.228
O 2.506 -2.336 -2.059
H 2.028 -1.884 -3.953
H 3.744 -1.918 -3.741
H 2.837 -0.598 -3.012
H 3.119 -3.105 -2.127
C 0.971 2.478 -2.419
O 0.841 1.277 -3.069
H 0.984 3.122 -3.230
H 2.009 2.716 -1.989
H 0.267 2.657 -1.671
H 0.209 1.377 -3.683
*
```

Properties
DFT total energy, eV: -37727.085
Energy above the lowest of the compared OMol25 structures with the same formula, charge and spin, eV: 0.000
Highest occupied orbital energy, eV: -11.335
Max |F|, eV/A: 8.27

---

4.
Molecular formula: C16H54AsF6N18O10
Method: DFT, the ωB97M-V functional and the def2-TZVPD basis

```
! wB97M-V def2-TZVPD RIJCOSX def2/J DEFGRID3
* xyz -2 2
As -29.315 2.431 -3.568
F -29.164 1.879 -5.279
F -30.615 1.255 -3.092
F -29.415 3.026 -1.809
F -28.106 3.604 -3.945
F -30.555 3.656 -4.145
F -27.981 1.295 -3.140
C -26.496 6.801 -0.547
C -26.272 5.701 -1.597
C -25.041 5.933 -2.599
O -25.028 4.972 -3.530
C -24.154 5.096 -4.583
N -26.265 4.480 -1.039
H -26.955 7.675 -1.010
H -25.557 7.103 -0.084
H -27.183 6.463 0.229
H -27.134 5.725 -2.263
H -24.133 6.206 -2.062
H -25.343 6.812 -3.168
H -23.248 5.647 -4.331
H -24.590 5.627 -5.429
H -23.905 4.091 -4.924
H -26.270 3.873 -1.846
H -25.376 4.432 -0.562
C -30.344 -2.100 -4.537
C -30.101 -3.212 -3.501
C -28.629 -3.504 -3.331
O -28.479 -4.713 -2.545
C -27.171 -5.236 -2.460
N -30.846 -2.643 -2.317
H -29.815 -1.158 -4.398
H -31.414 -1.918 -4.633
H -30.134 -2.414 -5.559
H -30.719 -4.002 -3.928
H -28.132 -2.614 -2.945
H -28.128 -3.682 -4.282
H -27.161 -5.935 -1.623
H -26.440 -4.499 -2.128
H -26.858 -5.731 -3.379
H -31.660 -2.179 -2.695
H -30.412 -1.799 -1.971
C -31.166 4.236 -8.217
O -31.566 4.112 -9.331
N -30.342 3.417 -7.620
N -31.559 5.197 -7.437
H -29.885 3.688 -6.761
H -29.922 2.689 -8.181
H -32.054 5.981 -7.838
H -30.987 5.434 -6.639
C -32.055 0.182 -7.561
O -31.052 -0.338 -7.850
N -33.255 -0.243 -7.881
N -32.177 1.179 -6.714
H -34.057 0.252 -7.518
H -33.485 -1.055 -8.437
H -31.387 1.769 -6.493
H -33.058 1.668 -6.651
C -29.042 7.063 -5.495
O -28.948 6.456 -6.526
N -28.688 6.600 -4.384
N -29.602 8.218 -5.347
H -28.722 7.247 -3.609
H -28.586 5.598 -4.305
H -29.551 8.784 -4.512
H -30.037 8.489 -6.217
C -26.666 -0.663 -7.088
O -26.709 -1.029 -8.277
N -25.576 -0.810 -6.375
N -27.544 -0.141 -6.349
H -25.695 -0.660 -5.383
H -24.735 -1.307 -6.631
H -27.222 0.723 -5.938
H -28.502 -0.150 -6.670
C -26.075 3.106 -6.779
O -25.434 2.561 -7.654
N -26.083 2.668 -5.554
N -26.987 4.019 -7.025
H -26.666 3.228 -4.949
H -25.319 2.089 -5.238
H -27.480 4.448 -6.255
H -27.022 4.331 -7.985
C -33.502 -0.468 -2.897
O -34.553 -1.126 -3.036
N -33.075 0.367 -3.706
N -32.844 -0.379 -1.820
H -33.476 0.489 -4.625
H -32.238 0.870 -3.447
H -33.240 -0.642 -0.929
H -32.124 0.328 -1.764
C -33.460 3.977 -2.734
O -34.608 4.152 -2.342
N -32.449 3.904 -1.949
N -33.188 3.961 -4.025
H -31.523 3.747 -2.321
H -32.623 3.976 -0.957
H -32.230 3.826 -4.315
H -34.046 3.941 -4.558
C -29.707 0.068 -0.124
O -28.861 -0.339 -0.898
N -30.042 1.267 -0.142
N -30.445 -0.634 0.716
H -29.499 1.836 -0.776
H -30.477 1.590 0.709
H -30.948 -0.133 1.434
H -30.218 -1.612 0.825
*
```

Properties
DFT total energy, eV: -141915.441
Energy above the lowest of the compared OMol25 structures with the same formula, charge and spin, eV: 1.012
Highest occupied orbital energy (spin up / spin down), eV: 0.059 / -3.809
Max |F|, eV/A: 8.29

---

5.
Molecular formula: C16H54BrN3O21S3
Method: DFT, the ωB97M-V functional and the def2-TZVPD basis

```
! wB97M-V def2-TZVPD RIJCOSX def2/J DEFGRID3
* xyz 0 1
O -1.510 -3.786 -0.918
Br -0.461 -2.354 -3.627
C 9.343 0.705 1.189
C 8.374 0.396 0.597
N 3.236 -0.302 0.646
N -1.961 -0.462 0.099
S -3.454 -2.541 0.143
S 4.506 -0.890 -1.641
S 5.811 0.165 1.045
C -1.939 -2.643 -0.659
C 4.449 -0.338 0.081
C -3.060 -0.898 0.589
C 1.932 -1.746 -2.401
C 0.917 -0.846 0.066
C 0.598 -1.817 -2.151
C 2.285 -0.782 -0.217
C 2.765 -1.187 -1.478
C 0.085 -1.392 -0.910
N -1.293 -1.450 -0.655
C 7.194 -0.062 -0.125
C -4.622 1.130 0.697
C -3.095 0.607 2.647
C -5.101 -0.888 1.949
C -3.929 -0.035 1.486
H 10.256 0.918 1.616
H 2.413 -2.149 -3.278
H 0.549 -0.616 1.042
H 6.976 0.528 -1.017
H 7.265 -1.136 -0.264
H -5.251 1.634 1.358
H -5.200 0.810 -0.175
H -3.945 1.942 0.310
H -2.392 -0.166 3.042
H -2.489 1.508 2.342
H -3.755 0.979 3.455
H -4.728 -1.634 2.605
H -5.612 -1.387 1.118
H -5.730 -0.239 2.508
O 5.570 3.027 -0.802
H 4.592 2.784 -0.713
H 5.914 3.291 0.112
O -3.687 4.986 1.046
H -2.926 4.615 1.601
H -3.607 4.609 0.111
O 1.818 1.313 -3.129
H 2.062 1.761 -2.255
H 2.581 1.455 -3.779
O -4.330 -2.167 5.200
H -4.849 -1.921 4.366
H -3.409 -1.753 5.131
O 5.491 -3.636 -0.430
H 6.407 -3.409 -0.063
H 5.534 -3.583 -1.439
O 2.934 2.326 -0.753
H 2.621 3.230 -0.425
H 2.760 1.648 -0.022
O -7.936 -0.457 -0.746
H -7.651 0.124 0.032
H -8.774 -0.057 -1.147
O -8.270 2.150 1.431
H -7.522 2.831 1.412
H -9.034 2.504 0.870
O 4.012 -3.155 -5.635
H 4.261 -3.743 -6.420
H 4.677 -2.394 -5.588
O -6.399 4.357 1.805
H -6.730 5.168 1.299
H -5.390 4.334 1.737
O 10.811 3.155 -0.299
H 9.879 3.540 -0.224
H 10.732 2.196 -0.613
O 0.838 -3.184 2.025
H 1.677 -2.839 2.474
H 1.088 -3.510 1.100
O -2.268 3.816 3.426
H -1.772 3.411 2.642
H -1.915 3.392 4.274
O -1.237 -6.005 -2.348
H -1.995 -6.670 -2.269
H -1.280 -5.382 -1.551
O -3.722 2.082 -2.726
H -3.741 2.386 -3.691
H -4.609 1.643 -2.517
O -6.157 0.888 -2.472
H -6.818 1.650 -2.385
H -6.494 0.115 -1.913
O -1.262 3.396 0.816
H -0.521 3.812 1.364
H -0.857 2.671 0.237
O 8.179 0.094 -3.823
H 8.954 0.504 -4.327
H 8.534 -0.678 -3.273
O -6.903 -3.224 2.966
H -6.241 -3.726 3.544
H -7.093 -3.784 2.146
O 7.871 -3.402 0.867
H 8.757 -2.913 0.876
H 7.415 -3.247 1.756
*
```

Properties
DFT total energy, eV: -167480.596
Highest occupied orbital energy, eV: -8.323
Max |F|, eV/A: 3.67